[1]
ORCA calculation (wB97M-V/def2-TZVPD) on C3H5N5 in the gas phase.

XYZ file:
```
13
Properties=species:S:1:pos:R:3:forces:R:3
H -2.973 -1.769 -0.244 0.550 -0.025 -0.111
N -2.972 -0.752 -0.249 2.706 1.777 2.183
C -1.860 -0.214 0.201 0.276 0.318 -2.696
N -1.832 1.306 0.253 0.164 -1.044 -0.213
N -0.752 1.928 0.021 -3.803 0.225 1.158
N 0.337 1.277 -0.176 5.210 -0.748 -0.096
C 0.534 -0.085 0.078 -2.793 -0.684 -0.478
C 1.986 -0.616 0.011 -2.870 -0.625 -3.448
N -0.536 -0.856 0.302 0.987 1.628 -0.186
H 1.197 1.923 -0.131 -1.879 -1.505 -0.397
H 2.377 -0.309 0.883 1.766 0.126 3.521
H 2.639 -0.126 -0.750 -0.976 -0.356 0.118
H 1.856 -1.705 -0.201 0.664 0.912 0.644
```
Positions in Å, forces in eV/Å.

Computed properties:
Orbital gap: 9.6 eV
Energy above the lowest of the compared OMol25 structures with the same formula, charge and spin: 325.4 kJ/mol
HOMO energy: -9.29 eV
SMILES string: [H]/N=c1/nn[nH]c(C)n1
DFT total energy: -10639.5017 eV

=====

[2]
ORCA calculation (wB97M-V/def2-TZVPD) on a molecular structure, ArH24O12.

XYZ file:
```
37
Properties=species:S:1:pos:R:3:forces:R:3
Ar 14.215 18.542 6.587 0.157 -0.019 0.135
O 17.245 18.890 9.000 0.007 0.033 -0.203
H 16.615 18.477 9.590 -0.238 -0.212 0.116
H 17.809 19.407 9.575 0.342 0.102 0.207
O 15.172 21.321 3.744 0.308 0.268 -0.374
H 14.774 21.216 4.608 -0.329 0.056 0.144
H 15.798 20.600 3.679 0.136 -0.254 0.007
O 17.652 20.298 5.464 0.353 -0.476 -0.353
H 17.790 21.055 4.894 0.002 0.230 -0.113
H 17.184 20.650 6.221 -0.406 0.316 0.327
O 14.782 15.020 7.874 -0.365 -0.164 0.648
H 14.343 14.170 7.841 0.025 -0.379 0.107
H 15.537 14.922 7.293 0.162 0.511 -0.453
O 12.118 15.869 7.969 -0.661 0.250 -0.234
H 13.033 15.720 8.205 0.670 0.158 -0.028
H 11.846 15.060 7.536 -0.243 -0.335 0.127
O 13.417 21.361 8.547 0.107 0.013 -0.014
H 12.766 20.708 8.804 -0.174 -0.352 -0.010
H 13.461 21.963 9.290 0.021 0.349 0.167
O 12.587 19.018 3.600 -0.106 0.116 -0.608
H 12.693 19.644 4.316 0.206 0.364 0.178
H 12.560 18.164 4.030 0.082 0.073 0.205
O 9.731 17.941 5.908 -0.514 0.154 0.090
H 10.678 17.901 5.772 0.395 -0.094 -0.304
H 9.619 17.831 6.852 -0.082 -0.029 0.233
O 13.125 21.388 5.662 -0.069 -0.178 -0.238
H 12.213 21.676 5.712 -0.224 0.167 -0.137
H 13.418 21.358 6.573 0.081 0.068 0.444
O 16.129 15.354 5.409 0.126 0.083 0.305
H 15.408 14.989 4.896 -0.258 0.021 -0.256
H 16.633 14.590 5.690 0.459 -0.260 -0.268
O 16.267 21.272 7.823 0.240 0.614 -0.267
H 15.357 21.308 8.117 -0.388 -0.056 -0.045
H 16.603 20.451 8.183 0.129 -0.650 0.266
O 12.206 16.810 5.113 0.129 -0.421 -0.211
H 12.182 16.279 5.909 0.179 0.050 0.750
H 11.991 16.198 4.410 -0.259 -0.117 -0.343
```
Positions in Å, forces in eV/Å.

Computed properties:
Orbital gap: 9.4 eV
Energy above the lowest of the compared OMol25 structures with the same formula, charge and spin: 171.7 kJ/mol
HOMO energy: -9.77 eV
DFT total energy: -39314.0697 eV

=====

[3]
ORCA calculation (wB97M-V/def2-TZVPD) on a molecular structure, C26H31I2N6O2Ru.

XYZ file:
```
68
Properties=species:S:1:pos:R:3:forces:R:3
Ru -0.631 -0.016 0.367 -0.235 -0.506 -0.274
I -5.970 1.753 4.172 -0.046 0.000 0.042
C -4.590 1.615 2.655 -0.019 0.025 0.050
C -3.442 2.429 2.701 -0.124 -0.120 -0.046
C -2.534 2.330 1.687 0.194 -0.162 -0.341
I -0.639 3.161 1.768 -0.083 0.211 0.048
C -2.759 1.463 0.547 0.085 0.094 0.185
O -2.007 1.500 -0.482 0.017 0.089 0.135
C -3.876 0.547 0.618 0.161 0.070 -0.016
C -3.854 -0.557 -0.392 0.083 0.042 0.081
N -2.654 -1.370 -0.091 0.049 0.054 -0.190
C -2.387 -2.388 -1.114 0.028 0.061 0.103
C -1.002 -2.950 -0.959 0.070 0.180 -0.028
C -0.720 -4.285 -1.177 0.023 -0.114 -0.095
C 0.603 -4.701 -1.159 -0.024 -0.075 -0.009
C 1.601 -3.767 -0.936 0.039 0.020 -0.020
C 1.233 -2.456 -0.698 -0.078 0.064 -0.061
N -0.042 -2.054 -0.689 0.020 -0.131 0.255
C -4.773 0.650 1.638 -0.034 0.080 0.090
H -3.279 3.100 3.535 -0.026 -0.038 -0.020
H -3.729 -0.144 -1.391 -0.005 0.001 -0.068
H -4.772 -1.146 -0.370 -0.016 -0.040 0.042
H -2.780 -1.815 0.813 -0.022 -0.075 0.051
H -2.434 -1.887 -2.083 -0.021 0.018 -0.082
H -3.130 -3.186 -1.124 -0.067 -0.039 0.051
H -1.523 -4.984 -1.378 0.042 0.038 0.016
H 0.851 -5.741 -1.329 -0.009 0.019 -0.001
H 2.646 -4.045 -0.941 -0.037 0.011 0.001
H 1.976 -1.689 -0.516 -0.011 -0.008 0.012
H -5.625 -0.018 1.681 0.010 0.028 0.033
C -1.971 0.004 5.046 0.008 -0.080 -0.230
C -1.667 -0.353 3.658 -0.121 0.114 0.461
N -1.426 -0.623 2.570 0.048 0.023 -0.029
H -1.424 -0.646 5.725 0.027 -0.041 -0.015
H -3.039 -0.102 5.230 0.005 -0.009 -0.044
H -1.678 1.037 5.230 0.023 0.007 -0.058
N 5.199 -0.788 2.865 -0.171 0.022 -0.067
C 3.945 -0.578 2.420 0.221 -0.030 0.079
C 3.608 0.572 1.682 0.035 0.032 0.006
C 2.319 0.741 1.253 -0.076 0.037 0.003
N 1.327 -0.137 1.500 0.025 0.053 -0.187
C 1.652 -1.239 2.201 -0.054 0.090 0.034
C 2.911 -1.500 2.669 0.014 -0.057 0.057
H 5.928 -0.117 2.703 0.007 0.016 -0.005
H 5.431 -1.603 3.404 -0.006 -0.009 0.011
H 4.355 1.324 1.458 -0.030 -0.024 0.000
H 2.050 1.620 0.676 0.001 -0.039 -0.001
H 0.849 -1.941 2.384 -0.028 -0.021 0.006
H 3.103 -2.406 3.229 -0.018 0.031 -0.023
O 0.424 0.684 -1.552 0.258 0.190 0.114
C 0.616 1.837 -1.967 -0.149 -0.228 -0.033
C -0.241 2.462 -3.009 0.003 0.054 -0.075
C 0.422 2.016 -4.345 0.037 -0.005 0.049
C 1.950 2.193 -4.465 -0.018 0.023 0.060
C 2.815 1.267 -3.582 -0.120 0.038 0.043
C 2.997 1.763 -2.136 -0.083 0.059 -0.084
N 1.780 2.492 -1.687 0.176 -0.077 0.006
H -0.226 3.550 -2.921 0.003 -0.004 -0.027
H -1.266 2.108 -2.947 -0.007 -0.003 0.012
H -0.059 2.575 -5.147 -0.011 0.007 -0.014
H 0.182 0.962 -4.505 0.005 0.009 0.014
H 2.225 3.243 -4.305 -0.001 -0.037 0.000
H 2.202 1.987 -5.505 0.006 -0.006 -0.026
H 3.798 1.145 -4.036 0.009 0.012 0.024
H 2.357 0.274 -3.566 0.003 0.007 -0.021
H 3.826 2.464 -2.059 -0.016 0.034 0.003
H 3.197 0.935 -1.460 -0.010 -0.021 0.048
H 1.769 3.429 -2.064 0.041 0.034 -0.035
```
Positions in Å, forces in eV/Å.

Computed properties:
Orbital gap (alpha / beta): 8.7 / 5.9 eV
Energy above the lowest of the compared OMol25 structures with the same formula, charge and spin: 75.4 kJ/mol
HOMO energy (alpha / beta): -13.33 / -13.68 eV
DFT total energy: -59270.2834 eV
2S+1: 6
Charge: +2

=====

[4]
ORCA calculation (wB97M-V/def2-TZVPD) on C4H7NO2 in the gas phase.

XYZ file:
```
14
Properties=species:S:1:pos:R:3:forces:R:3
C 0.724 -1.259 1.295 0.042 -0.034 -0.001
C -0.013 -0.339 0.366 -0.155 -0.103 0.242
C 0.490 0.643 -0.651 0.165 0.175 0.042
C -0.210 1.938 -0.392 0.149 0.207 0.068
O 0.366 2.859 0.139 -0.229 -0.214 -0.447
N -0.183 -0.600 -1.035 0.154 -0.025 0.164
O -1.540 -0.458 -1.424 -0.207 0.061 -0.305
H 1.496 -1.851 0.799 -0.061 0.168 -0.040
H 1.175 -0.677 2.104 -0.008 -0.122 -0.091
H -0.011 -1.940 1.736 0.204 -0.008 -0.005
H -0.918 0.071 0.820 -0.019 -0.188 -0.026
H 1.521 0.729 -0.985 -0.087 -0.120 0.264
H -1.292 1.973 -0.618 0.094 0.028 0.012
H -1.605 -1.089 -2.154 -0.040 0.176 0.125
```
Positions in Å, forces in eV/Å.

Computed properties:
Orbital gap: 10.6 eV
Energy above the lowest of the compared OMol25 structures with the same formula, charge and spin: 370.1 kJ/mol
HOMO energy: -9.72 eV
SMILES string: C[C@H]1[C@H](C=O)N1O
DFT total energy: -9843.4440 eV

=====

[5]
ORCA calculation (wB97M-V/def2-TZVPD) on C27H32N6O4 in the gas phase.

XYZ file:
```
69
Properties=species:S:1:pos:R:3:forces:R:3
C 8.229 0.753 -1.055 -0.374 0.184 0.033
C 7.292 1.953 -1.025 0.552 0.084 0.184
O 5.924 1.548 -1.060 -0.272 -0.098 -0.173
C 5.366 1.197 0.106 0.156 0.077 0.244
O 5.948 1.233 1.164 -0.012 -0.014 -0.112
C 3.954 0.773 -0.049 -0.256 -0.153 0.017
C 3.339 0.691 -1.297 0.078 0.061 0.129
C 2.025 0.286 -1.395 -0.215 0.002 0.166
C 1.312 -0.054 -0.249 0.705 0.549 0.197
N -0.045 -0.438 -0.345 -0.123 0.130 -0.298
C -0.503 -1.651 0.030 -0.062 -0.160 0.077
O -1.689 -1.929 0.089 0.116 -0.211 0.096
C 0.533 -2.671 0.374 0.192 -0.645 0.194
C 0.223 -3.694 1.271 -0.154 0.383 -0.175
N 1.101 -4.632 1.580 0.025 -0.282 0.226
C 2.285 -4.571 0.990 0.055 0.107 -0.102
C 2.592 -3.564 0.081 0.029 -0.161 0.054
N 1.719 -2.620 -0.222 -0.220 -0.160 -0.134
C -0.969 0.582 -0.836 -0.353 -0.058 -0.069
C -2.147 -0.107 -1.576 0.226 0.531 0.027
O -1.931 -0.725 -2.595 0.169 -0.252 -0.246
N -3.363 0.161 -1.080 -0.440 0.192 0.208
C -4.562 -0.484 -1.574 -0.148 -0.212 -0.405
C -5.074 -1.516 -0.564 0.220 0.080 0.071
C -5.654 -0.856 0.685 -0.270 -0.165 -0.198
C -6.747 0.141 0.314 0.213 0.185 0.196
C -6.194 1.206 -0.629 -0.250 -0.180 -0.175
C -5.636 0.559 -1.894 0.168 0.059 0.083
C -1.360 1.568 0.220 0.125 0.446 -0.001
C -1.371 2.939 0.038 -0.012 -0.356 0.110
N -1.807 3.493 1.182 0.190 -0.395 -0.485
C -1.991 4.885 1.475 -0.045 0.478 0.082
N -2.074 2.568 2.097 -0.287 -0.086 0.733
C -1.813 1.391 1.550 0.062 0.163 -0.268
C -1.996 0.144 2.340 -0.018 0.009 0.064
C 1.919 0.040 1.000 -0.178 0.155 -0.233
C 3.234 0.443 1.097 0.235 0.056 -0.119
H 9.259 1.096 -1.094 0.133 0.013 -0.012
H 8.025 0.138 -1.928 0.037 -0.053 -0.085
H 8.090 0.154 -0.159 0.042 -0.046 0.052
H 7.464 2.544 -0.119 -0.038 -0.027 -0.209
H 7.425 2.579 -1.910 -0.045 -0.050 0.132
H 3.902 0.940 -2.183 0.019 0.013 -0.072
H 1.550 0.197 -2.360 -0.070 -0.037 -0.108
H -0.747 -3.747 1.745 -0.097 0.067 -0.039
H 2.992 -5.347 1.249 0.141 -0.007 -0.045
H 3.549 -3.507 -0.418 0.123 -0.109 0.014
H -0.436 1.137 -1.619 -0.154 -0.192 0.092
H -3.425 0.590 -0.170 0.197 0.049 -0.085
H -4.259 -0.995 -2.494 -0.068 0.088 0.159
H -5.845 -2.120 -1.045 -0.054 -0.054 -0.028
H -4.245 -2.172 -0.291 -0.034 -0.080 -0.066
H -4.867 -0.340 1.238 0.080 0.027 0.130
H -6.062 -1.626 1.343 0.092 0.019 0.086
H -7.567 -0.385 -0.180 -0.091 -0.030 -0.004
H -7.145 0.612 1.215 -0.087 -0.031 -0.009
H -5.409 1.771 -0.122 0.037 0.113 0.056
H -6.984 1.911 -0.899 0.072 0.086 0.037
H -6.448 0.063 -2.430 -0.069 -0.016 -0.057
H -5.214 1.320 -2.552 -0.007 -0.052 -0.077
H -1.106 3.529 -0.816 0.067 0.159 -0.201
H -2.378 4.958 2.489 0.027 -0.006 -0.081
H -1.042 5.421 1.410 -0.051 -0.022 0.030
H -2.702 5.334 0.780 0.020 -0.021 0.059
H -1.041 -0.183 2.755 0.047 -0.107 0.046
H -2.387 -0.662 1.724 -0.031 -0.024 0.068
H -2.673 0.342 3.168 -0.016 -0.015 0.069
H 1.356 -0.213 1.887 -0.082 -0.005 0.076
H 3.724 0.518 2.056 0.033 0.005 0.071
```
Positions in Å, forces in eV/Å.

Computed properties:
Orbital gap: 9.0 eV
Energy above the lowest of the compared OMol25 structures with the same formula, charge and spin: 0.0 kJ/mol
HOMO energy: -8.88 eV
SMILES string: CCOC(=O)c1ccc(N(C(=O)c2cnccn2)[C@@H](C(=O)NC2CCCCC2)c2cn(C)nc2C)cc1
DFT total energy: -45650.3899 eV